No. 1
C4H6N2O in the gas phase, computed with ωB97M-V/def2-TZVPD.

XYZ file:
```
13
Properties=species:S:1:pos:R:3:forces:R:3
C 2.438 0.138 0.434 0.10 0.08 0.06
C 0.207 -0.057 -0.598 -0.06 -0.02 -0.08
C 1.340 -0.609 -0.274 -0.22 0.15 -0.14
N -1.991 -0.845 0.675 -0.21 0.28 -0.20
C -1.995 0.129 -0.128 -0.01 -0.35 0.20
O -3.055 0.910 -0.410 0.07 0.12 -0.05
N -0.866 0.459 -0.929 0.38 -0.37 0.04
H 2.443 -0.051 1.512 0.00 -0.04 -0.14
H 2.320 1.212 0.273 0.07 -0.11 0.10
H 3.408 -0.161 0.028 -0.09 0.07 0.08
H 1.455 -1.658 -0.540 0.03 0.18 -0.04
H -2.915 -0.982 1.075 -0.01 0.08 0.08
H -2.791 1.516 -1.117 -0.05 -0.06 0.09
```
Forces are in eV/Å.

Structure (SMILES): [H]/N=C(\O)N=C=CC
Molar mass: 98.10 Da
Energy relative to the best compared isomer or geometry (same formula, charge and spin): 2.030 eV
Largest force on an atom: 0.53 eV/Å
E: -9271.472 eV
HOMO-LUMO gap: 9.88 eV


No. 2
A molecular structure, C35H22ClCrN6O5S2, computed with ωB97M-V/def2-TZVPD.

XYZ file:
```
72
Properties=species:S:1:pos:R:3:forces:R:3
Cr 0.410 0.330 -0.648 0.36 0.11 -0.20
O 0.381 4.025 0.676 0.16 0.03 -0.10
C 0.500 3.224 -0.247 -0.17 0.10 0.06
N 1.271 2.108 -0.264 -0.21 -0.16 0.06
C 2.338 2.049 0.642 0.19 -0.07 0.08
C 3.170 3.124 0.937 -0.03 0.03 -0.02
C 4.244 2.965 1.800 0.04 -0.02 0.04
C 4.496 1.730 2.382 -0.01 0.01 0.00
C 3.677 0.642 2.101 0.06 0.03 0.03
C 2.602 0.797 1.228 -0.09 0.04 -0.05
N 1.690 -0.189 0.835 0.04 -0.11 -0.10
C 1.722 -1.442 1.288 -0.08 -0.08 0.02
O 2.450 -1.968 2.138 0.08 0.05 -0.09
C 0.675 -2.303 0.619 0.02 -0.06 -0.03
C 0.653 -3.673 0.829 -0.13 0.07 0.03
C -0.321 -4.424 0.194 0.03 -0.01 0.02
C -1.247 -3.783 -0.616 0.00 0.03 -0.01
C -1.146 -2.413 -0.787 -0.02 -0.02 0.03
N -0.194 -1.697 -0.195 -0.05 0.30 0.16
C -0.301 3.477 -1.502 -0.09 0.07 0.07
C -1.632 3.864 -1.373 0.01 -0.12 -0.01
C -2.349 4.128 -2.523 0.00 0.01 -0.03
C -1.705 4.029 -3.749 0.00 0.02 0.01
C -0.369 3.662 -3.763 -0.04 0.00 -0.05
N 0.328 3.383 -2.668 0.09 0.12 0.03
H 2.962 4.087 0.491 0.00 0.00 0.00
H 4.884 3.812 2.020 0.00 0.00 0.01
H 5.329 1.606 3.064 0.01 0.01 0.00
H 3.852 -0.322 2.550 0.00 0.00 -0.01
H 1.400 -4.095 1.487 0.01 -0.03 -0.02
H -0.358 -5.499 0.325 -0.01 0.00 0.01
H -2.031 -4.326 -1.126 0.01 -0.03 0.01
H -1.816 -1.852 -1.427 0.01 -0.03 0.00
H -2.073 3.902 -0.387 -0.02 0.00 0.01
H -3.397 4.399 -2.468 0.00 -0.01 0.00
H -2.226 4.224 -4.678 -0.01 -0.02 0.00
H 0.163 3.568 -4.705 0.01 0.01 -0.01
S -1.061 0.428 -2.535 0.02 -0.11 0.03
C -0.221 -0.418 -3.783 0.01 0.04 0.01
C -0.862 -0.713 -4.992 0.02 0.01 -0.01
C -0.221 -1.389 -6.019 0.02 0.01 0.08
C -0.932 -1.672 -7.227 -0.04 -0.05 -0.09
N -1.521 -1.900 -8.191 0.00 0.02 0.00
C 1.116 -1.795 -5.849 0.05 0.05 0.08
C 1.764 -1.508 -4.655 -0.06 0.03 0.02
C 1.126 -0.831 -3.612 0.03 0.04 -0.05
S 1.992 -0.495 -2.148 0.02 -0.11 0.04
C 1.820 -2.492 -6.880 -0.04 -0.07 -0.11
N 2.386 -3.058 -7.708 0.03 0.01 0.02
H -1.890 -0.401 -5.122 -0.01 0.00 -0.01
H 2.792 -1.818 -4.521 0.01 0.00 -0.01
C 0.202 -2.365 4.419 -0.06 -0.05 0.00
C -1.174 -1.780 4.525 -0.01 0.07 -0.01
C -2.154 -2.375 5.300 -0.02 0.01 0.00
C -3.417 -1.810 5.394 -0.02 -0.04 0.03
Cl -4.631 -2.594 6.391 -0.01 0.00 0.01
C -3.727 -0.648 4.724 -0.02 0.01 0.00
C -2.759 -0.031 3.940 0.03 -0.06 0.00
C -1.490 -0.594 3.836 0.02 -0.03 0.08
O -0.484 -0.058 3.109 -0.10 -0.03 -0.09
C -0.642 1.294 2.662 0.12 0.07 0.00
C -1.587 1.470 1.458 0.01 0.06 -0.06
O -2.649 2.067 1.636 -0.03 0.04 -0.01
O -1.194 1.001 0.341 -0.18 -0.27 0.10
H 0.347 -3.142 5.170 -0.01 0.00 0.01
H 0.971 -1.602 4.532 0.00 0.01 -0.02
H 0.363 -2.802 3.434 0.06 0.02 0.00
H -1.930 -3.284 5.845 0.00 -0.01 0.01
H -4.718 -0.221 4.798 -0.01 0.00 0.01
H -3.004 0.866 3.385 -0.01 0.01 0.02
H 0.356 1.618 2.373 0.00 0.01 0.02
H -1.001 1.904 3.494 -0.02 0.02 -0.05
```
Forces are in eV/Å.

Total charge: -2
Molar mass: 758.18 Da
Energy relative to the best compared isomer or geometry (same formula, charge and spin): 0.000 eV
Largest force on an atom: 0.43 eV/Å
E: -118450.956 eV
HOMO-LUMO gap (alpha / beta): 6.16 / 6.30 eV
Spin multiplicity: 2


No. 3
2 unconnected molecules or ions with the total composition C2H11N2O in a non-equilibrium geometry, computed with ωB97M-V/def2-TZVPD.

XYZ file:
```
16
Properties=species:S:1:pos:R:3:forces:R:3
C 0.985 2.351 1.343 3.86 0.41 0.73
N -0.055 1.647 0.459 -0.41 2.32 3.57
H 0.908 3.454 1.481 -0.94 -1.10 -0.03
H 1.371 1.826 2.300 -2.41 0.44 -0.99
H 2.074 2.288 1.000 -1.64 -0.06 -1.27
H -0.327 2.144 -0.386 0.10 0.36 0.12
H -0.888 1.524 1.104 0.94 0.01 -1.36
H 0.332 0.762 0.201 0.48 -2.45 -0.84
N 0.714 -0.870 -0.590 -1.07 1.97 -3.21
C -0.558 -1.475 -1.186 0.80 2.17 0.21
O -1.257 -2.030 -0.129 -2.47 2.08 1.79
H 1.208 -1.514 -0.018 0.46 -0.95 0.14
H 1.240 -0.636 -1.485 -0.07 -0.42 1.88
H -1.033 -0.593 -1.984 0.87 -2.56 2.52
H -0.264 -2.349 -1.720 -0.04 -0.40 -1.05
H -1.741 -1.361 0.511 1.54 -1.82 -2.21
```
Forces are in eV/Å.

Total charge: +1
Molar mass: 79.12 Da
Energy relative to the best compared isomer or geometry (same formula, charge and spin): 2.569 eV
Largest force on an atom: 4.27 eV/Å
E: -7271.706 eV
HOMO-LUMO gap: 10.74 eV


No. 4
A molecular structure, C50H39AsGeN2O3SSr in a non-equilibrium geometry, computed with ωB97M-V/def2-TZVPD.

XYZ file:
```
98
Properties=species:S:1:pos:R:3:forces:R:3
Sr 0.867 -0.441 -0.598 -0.81 -0.15 2.14
O 3.768 -5.366 -0.548 0.17 -0.12 0.01
C 3.096 -5.453 0.616 -0.17 0.08 0.10
C 3.336 -6.532 1.464 0.12 0.02 -0.17
C 2.663 -6.641 2.666 0.05 0.01 -0.04
C 1.730 -5.687 3.039 -0.11 -0.02 0.17
C 1.490 -4.614 2.203 -0.03 0.10 -0.05
C 2.168 -4.474 1.001 0.10 -0.01 -0.01
C 1.884 -3.288 0.152 0.12 -0.09 -0.35
O 1.595 -2.174 0.691 0.45 -0.96 0.64
N 1.933 -3.498 -1.144 0.35 -1.22 -0.09
N 1.569 -2.416 -1.890 -0.21 0.33 -0.72
C 1.442 -2.606 -3.157 0.35 -0.70 0.59
C 1.130 -1.591 -4.119 -0.16 0.80 -0.28
C 0.891 -1.989 -5.443 0.01 0.01 0.13
C 0.700 -1.079 -6.455 -0.03 -0.02 -0.23
C 0.797 0.284 -6.168 -0.02 -0.13 -0.04
C 1.019 0.708 -4.882 0.05 0.09 0.26
C 1.134 -0.195 -3.800 0.04 -0.43 -1.27
O 1.266 0.234 -2.592 0.51 0.63 -1.15
H 3.343 -4.635 -1.055 -0.15 -0.12 -0.14
H 4.050 -7.281 1.152 0.09 -0.03 -0.02
H 2.867 -7.479 3.318 0.02 -0.09 0.03
H 1.200 -5.776 3.975 -0.06 0.01 0.06
H 0.761 -3.859 2.464 0.05 -0.07 0.03
H 1.631 -3.615 -3.553 -0.08 0.15 0.16
H 0.848 -3.048 -5.665 0.06 -0.08 0.02
H 0.496 -1.416 -7.463 0.02 -0.01 -0.02
H 0.697 1.012 -6.963 -0.03 0.03 0.00
H 1.090 1.762 -4.655 0.02 0.04 0.01
S -2.083 1.061 0.767 0.04 -0.29 -1.06
C -1.834 1.467 2.430 0.17 -0.21 -0.07
C -2.426 2.594 3.003 -0.03 -0.02 0.05
C -2.223 2.889 4.335 0.04 0.09 0.11
C -1.401 2.086 5.114 0.02 0.08 0.13
C -0.802 0.969 4.552 0.14 -0.28 0.20
C -1.039 0.627 3.230 -0.02 0.30 0.11
As -0.225 -0.858 2.283 -0.48 0.44 0.98
C 0.413 -1.858 3.862 0.05 0.06 -0.13
C -0.387 -2.656 4.671 -0.24 0.01 -0.22
C 0.149 -3.324 5.759 -0.07 -0.10 0.13
C 1.497 -3.212 6.053 0.07 -0.03 0.01
C 2.310 -2.438 5.241 0.10 0.02 0.17
C 1.769 -1.762 4.162 -0.01 0.13 -0.33
C -1.866 -1.839 1.885 -0.15 -0.23 0.15
C -2.957 -1.811 2.750 0.16 0.11 0.08
C -4.126 -2.484 2.438 -0.06 -0.02 0.04
C -4.228 -3.180 1.246 -0.04 0.01 -0.06
C -3.159 -3.192 0.364 0.00 -0.09 -0.08
C -1.984 -2.536 0.688 0.35 0.08 0.04
H -3.040 3.235 2.388 -0.03 0.04 -0.12
H -2.681 3.770 4.769 -0.05 0.02 0.00
H -1.231 2.330 6.154 0.05 0.00 0.04
H -0.142 0.354 5.157 -0.10 0.00 0.01
H -1.436 -2.795 4.432 0.10 0.06 0.07
H -0.492 -3.941 6.377 -0.01 -0.02 0.01
H 1.914 -3.743 6.898 0.04 -0.02 0.04
H 3.368 -2.367 5.450 0.09 0.02 -0.01
H 2.413 -1.186 3.503 -0.01 -0.03 0.10
H -2.901 -1.226 3.663 -0.01 -0.03 -0.05
H -4.963 -2.456 3.124 -0.03 0.02 0.02
H -5.146 -3.694 0.998 -0.03 -0.04 -0.04
H -3.245 -3.711 -0.580 0.02 -0.06 -0.08
H -1.143 -2.544 -0.012 -0.19 -0.17 0.10
C -1.999 5.686 1.281 0.02 0.20 0.13
C -0.757 5.194 1.650 -0.02 0.17 0.15
C -0.151 4.219 0.881 0.29 -0.07 0.03
C -0.756 3.732 -0.267 0.36 -0.51 -0.20
C -2.007 4.218 -0.614 -0.09 0.01 -0.24
C -2.625 5.192 0.149 -0.16 0.10 -0.02
Ge 0.165 2.317 -1.363 -0.99 2.83 -0.58
C 1.696 3.449 -2.049 -0.31 -0.57 0.29
C 2.864 2.909 -2.561 0.16 -0.31 -0.04
C 3.840 3.720 -3.115 0.21 0.05 -0.10
C 3.670 5.094 -3.146 0.10 0.03 -0.06
C 2.521 5.650 -2.613 0.00 0.15 -0.07
C 1.544 4.831 -2.073 -0.22 0.12 0.19
C -1.068 2.237 -2.935 0.35 -0.22 0.45
C -1.037 3.222 -3.914 0.16 0.18 0.10
C -1.928 3.201 -4.973 -0.02 0.11 -0.11
C -2.871 2.191 -5.063 -0.12 -0.01 -0.13
C -2.909 1.200 -4.098 -0.16 -0.11 -0.08
C -2.007 1.225 -3.048 -0.04 -0.20 0.22
H -2.480 6.446 1.881 -0.04 0.05 0.04
H -0.271 5.568 2.543 0.01 -0.02 0.04
H 0.814 3.819 1.177 0.03 0.08 0.07
H -2.507 3.819 -1.487 -0.08 0.04 -0.02
H -3.601 5.564 -0.137 -0.02 0.00 0.00
H 3.001 1.834 -2.538 0.03 0.02 -0.11
H 4.736 3.283 -3.535 0.07 -0.07 0.01
H 4.428 5.732 -3.583 0.05 0.00 -0.01
H 2.384 6.724 -2.625 -0.03 0.03 0.01
H 0.648 5.274 -1.659 -0.02 0.07 0.00
H -0.303 4.018 -3.848 -0.02 0.01 -0.04
H -1.892 3.976 -5.729 0.02 0.01 0.01
H -3.579 2.178 -5.881 0.00 -0.01 -0.04
H -3.652 0.415 -4.164 0.02 -0.06 0.02
H -2.047 0.448 -2.290 -0.09 -0.02 0.00
```
Forces are in eV/Å.

Total charge: -1
Molar mass: 983.09 Da
Energy relative to the best compared isomer or geometry (same formula, charge and spin): 0.913 eV
Largest force on an atom: 3.05 eV/Å
E: -190634.024 eV
HOMO-LUMO gap (alpha / beta): 6.70 / 5.08 eV
Spin multiplicity: 2


No. 5
8 unconnected molecules or ions with the total composition C9H34O8 in a non-equilibrium geometry, computed with ωB97M-V/def2-TZVPD.

XYZ file:
```
51
Properties=species:S:1:pos:R:3:forces:R:3
O -0.769 1.892 0.885 -0.11 0.41 0.30
H -0.545 2.833 0.865 0.06 -0.14 -0.11
H -0.988 1.711 1.808 -0.03 -0.12 -0.14
O -2.708 1.806 -1.374 0.03 -0.11 0.02
H -2.271 1.260 -2.037 -0.01 -0.04 0.01
H -2.104 1.790 -0.620 -0.07 0.00 0.05
O 0.782 0.048 -0.515 -0.69 -0.05 -0.06
H 0.303 -0.539 -1.135 0.26 0.49 0.40
H 0.107 0.636 -0.107 0.57 -0.47 -0.32
O -1.105 -1.023 -2.257 -0.30 -0.15 -0.30
H -1.039 -1.329 -3.171 0.07 0.07 0.14
H -1.879 -1.476 -1.901 0.08 0.04 0.01
O 3.168 0.895 0.608 -0.22 -0.18 -0.15
H 2.396 0.524 0.130 0.31 0.22 0.22
H 2.789 1.457 1.290 0.02 -0.03 -0.03
C -1.852 -3.508 0.881 0.38 -0.30 0.02
C -2.602 -2.509 1.748 -1.50 0.52 -1.20
C -2.099 -1.071 1.587 0.56 -1.08 0.45
O -3.992 -2.511 1.302 0.46 -0.20 0.24
H -1.732 -3.164 -0.153 0.04 0.36 0.12
H -2.394 -4.449 0.777 -0.09 0.02 0.40
H -0.854 -3.735 1.260 0.01 0.06 0.00
H -2.652 -2.809 2.794 0.17 -0.03 -0.03
H -1.077 -1.122 1.975 0.04 0.74 -0.15
H -2.728 -0.358 2.114 0.04 -0.08 0.23
H -2.101 -0.793 0.534 0.16 0.00 -0.11
H -3.927 -2.368 0.351 -0.33 0.02 0.02
C 2.614 -2.841 0.571 -1.47 0.13 0.21
C 2.751 -2.652 2.089 0.65 -0.03 -0.79
C 1.525 -1.925 2.618 -0.16 0.17 0.29
O 2.900 -3.928 2.711 -0.36 0.16 0.38
H 1.550 -3.078 0.437 0.07 -0.11 -0.34
H 3.156 -3.675 0.127 0.45 0.15 0.20
H 2.774 -1.911 0.027 0.27 -0.06 0.03
H 3.652 -2.054 2.261 -0.05 0.03 0.25
H 1.251 -1.125 1.928 0.07 -0.05 -0.11
H 1.638 -1.454 3.597 0.37 -0.17 0.05
H 0.671 -2.600 2.717 0.11 -0.17 -0.20
H 3.367 -4.497 2.097 0.10 -0.04 0.02
C -0.605 3.792 -3.235 -0.29 -0.05 -0.15
C 0.156 4.412 -2.081 1.17 -0.35 -0.11
C 1.469 3.678 -1.774 0.05 -0.49 0.11
O 0.564 5.736 -2.380 -0.12 0.56 -0.03
H -1.542 4.317 -3.437 -0.10 -0.09 0.24
H -0.825 2.747 -3.018 -0.12 0.04 -0.01
H -0.055 3.831 -4.177 0.36 0.05 0.21
H -0.430 4.419 -1.151 -0.28 -0.08 -0.19
H 1.995 4.158 -0.948 -0.09 0.07 0.03
H 2.175 3.637 -2.605 -0.27 0.38 -0.24
H 1.328 2.625 -1.511 -0.30 0.10 0.14
H -0.208 6.301 -2.499 0.01 -0.12 -0.02
```
Forces are in eV/Å.

Structure (SMILES): CC(C)O.CC(C)O.CC(C)O.O.O.O.O.O
Molar mass: 270.36 Da
Energy relative to the best compared isomer or geometry (same formula, charge and spin): 0.442 eV
Largest force on an atom: 1.99 eV/Å
E: -26264.450 eV
HOMO-LUMO gap: 9.81 eV


No. 6
3 unconnected molecules or ions with the total composition C5H10O in a non-equilibrium geometry, computed with ωB97M-V/def2-TZVPD.

XYZ file:
```
16
Properties=species:S:1:pos:R:3:forces:R:3
C 1.751 0.055 0.989 -0.01 -0.19 0.76
C 1.359 -0.081 -0.443 0.36 0.44 -0.12
C 0.266 -1.071 -0.922 -0.46 -0.17 0.03
C 0.093 0.381 -1.013 1.20 -0.34 -1.31
C -2.192 0.383 0.832 -0.11 2.24 -1.02
O -0.403 1.261 -1.650 -0.20 0.39 0.10
H 2.468 -0.713 1.282 0.01 -0.08 -0.05
H 2.211 1.022 1.232 -0.20 -0.11 -0.29
H 0.876 -0.065 1.625 -0.06 0.04 0.16
H 2.182 0.020 -1.134 0.18 0.14 -0.21
H 0.403 -1.596 -1.864 0.00 0.02 0.11
H -0.261 -1.625 -0.166 -0.07 -0.12 0.26
H -3.211 0.660 1.118 0.10 0.47 -0.12
H -1.535 0.822 1.594 -0.11 0.06 -0.11
H -2.235 -0.721 1.107 0.72 0.98 -1.80
H -1.880 1.220 -0.328 -1.35 -3.77 3.61
```
Forces are in eV/Å.

Molar mass: 86.13 Da
Energy relative to the best compared isomer or geometry (same formula, charge and spin): 4.138 eV
Largest force on an atom: 5.39 eV/Å
E: -7390.627 eV
HOMO-LUMO gap: 9.72 eV


No. 7
2 unconnected molecules or ions with the total composition C6H9BrN2O2S in a non-equilibrium geometry, computed with ωB97M-V/def2-TZVPD.

XYZ file:
```
21
Properties=species:S:1:pos:R:3:forces:R:3
C -0.993 -1.644 0.600 0.92 1.81 -0.82
C -1.723 -0.250 0.787 1.65 -1.86 0.12
C -1.279 -2.494 1.763 1.05 -2.88 0.17
C 1.299 -1.851 1.429 0.38 -0.73 2.21
C 1.583 3.082 -1.513 -1.18 -3.58 -1.87
C 1.165 1.826 -0.835 0.21 2.46 0.09
N 0.519 -1.348 0.536 -1.27 0.11 0.37
N 1.156 0.704 -1.328 0.36 -3.01 -1.87
O -1.970 0.169 1.884 -0.29 -0.03 -0.64
O -1.871 0.427 -0.308 -2.05 3.19 1.65
S 0.400 -2.694 2.692 -0.44 0.62 -1.99
Br -1.430 -2.474 -1.141 -0.10 0.13 0.27
H -1.978 -1.959 2.374 -0.44 -0.34 0.54
H -1.557 -3.562 1.427 0.06 1.90 0.85
H 0.717 3.654 -1.517 -1.08 1.89 0.02
H 2.416 3.394 -1.032 2.44 1.89 1.40
H 1.814 2.724 -2.519 0.21 0.73 -0.20
H 0.924 -0.566 -0.006 -0.78 -0.63 -0.79
H 0.799 1.959 0.143 -0.52 -0.07 1.52
H -1.533 0.225 -1.140 1.23 -1.64 -1.88
H 1.542 0.677 -2.297 -0.37 0.03 0.85
```
Forces are in eV/Å.

Molar mass: 253.12 Da
Energy relative to the best compared isomer or geometry (same formula, charge and spin): 1.201 eV
Largest force on an atom: 4.21 eV/Å
E: -94318.229 eV
HOMO-LUMO gap: 8.83 eV